Entry from the Open Molecules 2025 dataset: a molecular structure, C57H47BrN3O3P2RuSe4 in a non-equilibrium geometry (ωB97M-V/def2-TZVPD).

Last column: Löwdin charge in e.
CARTESIAN COORDINATES (ANGSTROEM)
Ru1 0.2916 0.1158 0.0233  0.483
C1 5.0709 4.9857 0.8900  -0.006
C2 5.4490 3.5033 0.7088  -0.425
C3 6.9753 3.3585 0.7465  -0.028
C4 4.7987 2.7088 1.8330  -0.087
C5 5.3250 2.6257 3.1161  -0.015
C6 4.6928 1.9032 4.1164  -0.060
C7 3.5213 1.2166 3.8538  -0.063
C8 2.9657 1.2857 2.5859  -0.251
P1 1.5196 0.2743 2.0817  1.062
C9 2.3250 -1.3319 2.4356  -0.363
C10 2.1965 -2.0882 3.5933  -0.083
C11 2.8434 -3.3105 3.6872  -0.074
C12 3.6491 -3.7623 2.6570  -0.080
C13 3.8352 -2.9822 1.5260  -0.116
C14 3.1654 -1.7792 1.4130  -0.187
C15 0.3956 0.6452 3.4623  -0.343
C16 0.2671 1.9818 3.8401  -0.095
C17 -0.6643 2.3541 4.7892  -0.076
C18 -1.4782 1.3977 5.3737  -0.075
C19 -1.3666 0.0709 4.9960  -0.074
C20 -0.4478 -0.3048 4.0318  -0.112
C21 3.5917 2.0534 1.6098  -0.198
O1 2.9363 2.0905 0.4198  -0.034
C22 3.6770 2.3793 -0.6808  -0.216
C23 3.0950 1.9570 -1.8732  -0.255
C24 3.7385 2.2226 -3.0708  -0.056
C25 4.9479 2.8926 -3.0463  -0.063
C26 5.5186 3.2908 -1.8481  -0.013
C27 4.9016 3.0331 -0.6296  -0.090
P2 1.4489 1.1648 -1.7304  1.012
C28 1.5333 0.1327 -3.2378  -0.356
C29 1.0978 0.5318 -4.4975  -0.107
C30 1.1831 -0.3481 -5.5638  -0.091
C31 1.6842 -1.6274 -5.3839  -0.080
C32 2.1552 -2.0130 -4.1401  -0.086
C33 2.1001 -1.1283 -3.0806  -0.154
C34 0.4304 2.5857 -2.2709  -0.352
C35 0.8526 3.9066 -2.1563  -0.090
C36 -0.0071 4.9404 -2.4884  -0.081
C37 -1.2897 4.6752 -2.9378  -0.080
C38 -1.7251 3.3625 -3.0295  -0.066
C39 -0.8717 2.3288 -2.6950  -0.110
H1 5.4427 5.3520 1.8442  0.088
H2 3.9892 5.1099 0.8743  0.094
H3 5.5041 5.5856 0.0923  0.088
H4 7.3696 3.7066 1.6966  0.075
H5 7.4371 3.9599 -0.0323  0.076
H6 7.2634 2.3180 0.6068  0.103
H7 6.2462 3.1329 3.3537  0.109
H8 5.1307 1.8595 5.1028  0.105
H9 3.0384 0.6230 4.6163  0.115
H10 1.5994 -1.7339 4.4216  0.094
H11 2.7086 -3.9132 4.5739  0.103
H12 4.1368 -4.7223 2.7333  0.104
H13 4.4771 -3.3255 0.7297  0.100
H14 3.2935 -1.1551 0.5285  0.091
H15 0.9049 2.7242 3.3773  0.109
H16 -0.7648 3.3937 5.0648  0.105
H17 -2.2078 1.6846 6.1155  0.105
H18 -2.0111 -0.6723 5.4410  0.110
H19 -0.3996 -1.3348 3.7057  0.108
H20 3.2944 1.9143 -4.0051  0.107
H21 5.4487 3.1169 -3.9748  0.105
H22 6.4556 3.8220 -1.8774  0.109
H23 0.6950 1.5247 -4.6514  0.107
H24 0.8450 -0.0372 -6.5409  0.104
H25 1.7106 -2.3176 -6.2132  0.104
H26 2.5485 -3.0040 -3.9811  0.086
H27 2.5069 -1.4102 -2.1119  0.043
H28 1.8512 4.1296 -1.8073  0.106
H29 0.3290 5.9610 -2.3936  0.103
H30 -1.9509 5.4837 -3.2119  0.104
H31 -2.7304 3.1447 -3.3604  0.106
H32 -1.2119 1.3061 -2.7724  0.080
Se1 0.6142 -2.3181 -0.3637  0.136
Se2 1.6790 -4.1295 -1.1016  0.192
Se3 -2.4291 -4.1860 -1.5293  0.144
Se4 -1.5692 -3.1935 0.2488  0.181
Br1 -7.5134 4.2106 -3.2783  0.707
C40 -7.0035 3.8482 -1.4794  -0.688
C41 -6.5613 2.5745 -1.1453  -0.136
C42 -6.2140 2.3005 0.1516  -0.011
C43 -6.3164 3.2897 1.1598  -0.297
C44 -6.7631 4.5753 0.7872  -0.018
C45 -7.0977 4.8486 -0.5182  -0.133
N1 -5.9892 3.0575 2.4432  0.045
N2 -5.5167 1.9401 2.8365  0.078
C46 -4.3822 1.3429 2.5541  -0.259
C47 -4.2440 -0.0351 2.8312  -0.008
C48 -3.1580 -0.7413 2.3975  -0.028
C49 -2.1227 -0.1286 1.6657  -0.387
O2 -1.0977 -0.8046 1.2561  -0.446
C50 -2.1908 1.2742 1.4261  -0.149
N3 -1.1688 1.8463 0.7430  0.072
C51 -1.1331 3.1575 0.6423  -0.122
C52 -2.0895 3.9940 1.2101  -0.024
C53 -3.1763 3.4254 1.8443  0.010
C54 -3.2707 2.0378 1.9385  -0.073
H33 -6.4932 1.8046 -1.9013  0.097
H34 -5.8765 1.3091 0.4161  0.108
H35 -6.8301 5.3453 1.5378  0.110
H36 -7.4306 5.8371 -0.7999  0.100
H37 -5.0542 -0.5309 3.3373  0.114
H38 -3.0911 -1.8040 2.5792  0.104
H39 -0.3027 3.5731 0.0899  0.096
H40 -1.9656 5.0650 1.1488  0.107
H41 -3.9388 4.0443 2.2946  0.111
C55 -3.5645 -0.6198 -2.1174  -0.002
C56 -2.1600 -0.9738 -2.4993  -0.542
C57 -1.9169 -1.5602 -3.8555  -0.021
O3 -1.2227 -0.7513 -1.7457  -0.166
H42 -4.1915 -0.4679 -2.9900  0.084
H43 -3.5720 0.2622 -1.4762  0.085
H44 -3.9776 -1.4513 -1.5420  0.077
H45 -2.8350 -1.8949 -4.3243  0.083
H46 -1.2165 -2.3914 -3.7823  0.073
H47 -1.4401 -0.7990 -4.4766  0.085

- HOMO level (spin up / spin down) (eV) = -5.959 / -7.469
- expectation value of S² = 8.871
- Kohn-Sham gap (spin up / spin down) (eV) = 5.855 / 5.912
- M (g mol⁻¹) = 1380.8
- charge = 0
- multiplicity = 6
- ΔE to the lowest compared entry with this formula, charge and spin (kJ/mol) = 21.5